# 1
C2H2O2S as an isolated structure at a distorted geometry. Source: the OMol25 dataset; level of theory: wB97M-V/def2-TZVPD.

The geometry in XYZ format:
```
7
Properties=species:S:1:pos:R:3:nbo_charge:R:1
C 0.83 -0.56 0.32 0.324
C -0.34 0.05 0.09 0.145
O 0.02 1.16 0.47 -0.554
O 2.01 -0.65 -0.15 -0.579
S -2.02 -0.33 -0.09 0.033
H 2.14 -0.41 -1.02 0.474
H -2.64 0.73 0.38 0.157
```

Summary:
Energy relative to the best compared isomer or geometry (same formula, charge and spin): 3.874 eV
E_tot: -625.91998 Ha
HOMO energy: -8.48 eV
Largest force on an atom: 3.8 eV Å⁻¹
E_LUMO: 0.0073 Eh

---

# 2
One molecule with the formula C2H2O2S at a distorted geometry. Source: the OMol25 dataset; level of theory: wB97M-V/def2-TZVPD.

The geometry in XYZ format:
```
7
Properties=species:S:1:pos:R:3:nbo_charge:R:1
O -1.91 0.34 -0.55 -0.465
C -1.06 -0.46 -0.79 0.353
C 0.35 -0.44 -0.22 0.287
O 1.15 -1.27 -0.57 -0.501
S 0.75 0.81 0.97 0.024
H -1.16 -1.32 -1.50 0.141
H -0.51 1.29 1.01 0.159
```

Summary:
Energy relative to the best compared isomer or geometry (same formula, charge and spin): 0.188 eV
E_tot: -626.05545 Ha
HOMO energy: -10.34 eV
Largest force on an atom: 1.3 eV Å⁻¹
SMILES string: O=CC(=O)S
E_LUMO: -0.0321 Eh